#i
DFT (ωB97M-V/def2-TZVPD) results for a 2-piece molecular cluster, C4H11NO overall.

XYZ file:
```
17
Properties=species:S:1:pos:R:3:lowdin_spin:R:1
O 0.301 0.314 -0.130 0.817
N 1.106 1.480 1.536 0.025
C -2.216 -2.223 -0.908 0.002
C 0.912 1.358 0.255 0.078
C -1.281 -2.896 0.093 0.005
C 1.421 2.357 -0.742 0.056
H 0.564 0.911 2.178 0.000
H 1.421 3.337 -0.286 0.009
H -1.600 -1.703 -1.660 0.000
H -0.622 -3.591 -0.437 0.001
H 0.746 2.329 -1.581 0.000
H 1.694 2.194 1.942 0.003
H -0.520 -2.217 0.486 0.002
H -1.839 -3.484 0.819 0.000
H -2.917 -1.497 -0.534 0.000
H 2.342 1.943 -1.126 0.001
H -2.633 -3.003 -1.535 0.001
```

As for the expectation value of S²: 0.75. The spin multiplicity is 2. Its molar mass is 89.1 g mol⁻¹. The charge is +1.

#ii
DFT (ωB97M-V/def2-TZVPD) results for a 2-piece molecular cluster, C4H11NO overall.

XYZ file:
```
17
Properties=species:S:1:pos:R:3:lowdin_spin:R:1
O -0.459 1.378 -2.477 0.642
N -2.199 -0.112 -2.647 0.075
C -1.172 0.664 -0.299 0.150
C 1.718 -0.620 0.901 0.000
C -1.192 0.627 -1.932 0.103
C 1.398 -0.142 2.239 0.000
H 1.157 -1.512 0.576 0.000
H -1.798 1.447 0.016 0.007
H 0.613 0.519 2.196 0.000
H 1.061 -0.999 2.892 0.000
H -1.430 -0.360 -0.025 0.017
H 2.809 -1.003 0.874 0.000
H -1.734 -0.433 -3.438 0.002
H 2.284 0.365 2.736 0.000
H -2.697 -0.766 -2.111 0.003
H -0.252 0.819 0.223 0.001
H 1.893 0.127 0.275 0.000
```

As for the expectation value of S²: 0.76. The spin multiplicity is 2. Its molar mass is 89.1 g mol⁻¹. The charge is +1.

Energies relative to the minimum, kJ/mol: #i 0.0; #ii 135.0

#i
DFT (ωB97M-V/def2-TZVPD) results for an isolated ion of composition C2H4NOS2 and charge -1.

XYZ file:
```
10
Properties=species:S:1:pos:R:3:lowdin_charge:R:1
S 0.054 -0.581 0.596 0.722
S 3.077 -0.158 0.491 0.496
O 1.331 1.415 -0.618 -0.120
N 0.044 -1.774 -0.574 -0.437
C -1.248 0.673 0.158 -0.329
C 1.692 0.485 0.004 -1.256
H -2.050 0.169 -0.385 0.014
H -0.656 1.263 -0.586 0.024
H -0.448 -2.513 -0.144 -0.141
H -1.797 1.021 1.058 0.026
```

The spin multiplicity is 1. Its molar mass is 122.2 g mol⁻¹. The charge is -1.

#ii
DFT (ωB97M-V/def2-TZVPD) results for an isolated ion of composition C2H4NOS2 and charge -1.

XYZ file:
```
10
Properties=species:S:1:pos:R:3:lowdin_charge:R:1
S -0.491 -1.534 1.182 0.241
S 0.480 -2.146 -0.557 0.167
O 2.111 0.192 -0.483 -0.296
N 1.080 -0.202 -1.124 -0.467
C -0.222 0.462 -0.635 -0.397
C -0.465 0.289 0.854 -0.598
H -1.143 0.120 -1.305 0.118
H -1.497 0.614 1.240 0.069
H -0.217 1.664 -0.715 0.126
H 0.363 0.540 1.543 0.038
```

The spin multiplicity is 1. Its molar mass is 122.2 g mol⁻¹. The charge is -1. The SMILES is [O-]N1CCSS1.

Energies relative to the minimum, kJ/mol: #i 0.0; #ii 157.6

#i
DFT (ωB97M-V/def2-TZVPD) results for one molecule with the formula C19H23NO2.

XYZ file:
```
45
Properties=species:S:1:pos:R:3:lowdin_charge:R:1
O 3.361 1.294 -0.669 0.003
O 1.985 -1.188 -0.389 -0.019
N 0.172 1.399 1.307 -0.054
C 1.567 1.410 0.962 -0.158
C 4.010 0.135 -0.329 -0.203
C 1.952 1.231 -0.530 -0.266
C 4.040 -2.215 0.207 -0.004
C 5.405 -2.151 0.412 -0.096
C -0.663 2.496 0.862 -0.223
C -6.048 -2.158 -0.153 -0.098
C -2.333 1.148 -0.564 -0.201
C 1.453 -0.098 -1.105 -0.118
C 3.338 -1.081 -0.176 -0.208
C 6.080 -0.955 0.225 -0.095
C -1.371 2.335 -0.495 -0.187
C -5.474 0.097 -0.733 -0.048
C -6.271 -1.020 -0.910 -0.088
C -3.549 1.288 0.360 -0.160
C 5.386 0.183 -0.138 -0.003
C -4.232 -1.051 0.955 -0.047
C -5.026 -2.171 0.781 -0.087
C -4.448 0.096 0.202 -0.246
H -2.689 1.046 -1.593 0.119
H -3.215 1.359 1.396 0.111
H 2.049 0.609 1.531 0.131
H -1.425 2.650 1.633 0.104
H -4.088 2.203 0.107 0.120
H -4.848 -3.055 1.375 0.101
H 1.755 -0.160 -2.161 0.146
H -1.811 0.220 -0.315 0.096
H 1.995 2.361 1.295 0.130
H -7.068 -1.003 -1.639 0.101
H 7.148 -0.905 0.370 0.100
H -5.652 0.984 -1.326 0.112
H -0.255 0.503 1.110 0.100
H 3.493 -3.135 0.334 0.119
H 1.570 2.066 -1.126 0.147
H -3.437 -1.065 1.688 0.112
H -6.669 -3.031 -0.290 0.099
H -1.928 3.254 -0.691 0.113
H 5.943 -3.038 0.709 0.100
H -0.042 3.395 0.833 0.119
H -0.627 2.226 -1.288 0.092
H 0.368 -0.184 -1.042 0.117
H 5.886 1.129 -0.275 0.119
```

The spin multiplicity is 1. Its molar mass is 297.4 g mol⁻¹. The SMILES is c1ccc(CCCCNC[C@@H]2COc3ccccc3O2)cc1.

#ii
DFT (ωB97M-V/def2-TZVPD) results for a 2-piece molecular cluster, C19H23NO2 overall.

XYZ file:
```
45
Properties=species:S:1:pos:R:3:lowdin_charge:R:1
O 0.691 5.210 0.400 -0.117
O -0.125 1.019 -1.543 -0.155
N -1.503 -1.528 0.666 -0.029
C 0.395 2.173 -1.648 -0.466
C 2.281 -3.640 0.056 -0.071
C 2.006 -0.917 0.664 0.010
C -2.510 -3.760 0.878 -0.175
C 0.883 -1.645 0.204 -0.170
C -0.404 -0.997 0.181 0.071
C -2.807 -0.858 0.497 -0.105
C 1.669 6.216 0.727 -0.091
C -1.565 -2.738 1.495 -0.126
C 3.220 -1.563 0.877 -0.059
C -3.895 -3.160 0.630 -0.197
C 1.057 -3.011 -0.156 -0.031
C 0.085 3.278 -0.785 0.015
C 1.398 2.480 -2.661 -0.063
C 3.365 -2.924 0.580 -0.063
C -3.841 -1.811 -0.095 -0.164
C 2.256 3.547 -2.514 -0.144
C 0.981 4.334 -0.613 -0.318
C 2.109 4.466 -1.466 -0.087
H 1.241 6.714 1.596 0.081
H 2.387 -4.697 -0.191 0.109
H -3.603 -1.975 -1.154 0.124
H -4.491 -3.865 0.040 0.115
H 3.076 3.686 -3.222 0.093
H 1.795 6.931 -0.099 0.087
H -3.147 -0.538 1.492 0.139
H -0.802 3.243 -0.163 0.097
H -2.585 -4.618 1.556 0.120
H -1.974 -2.434 2.469 0.142
H -2.086 -4.129 -0.066 0.114
H 4.066 -1.000 1.276 0.113
H -2.659 0.019 -0.141 0.138
H -0.509 0.028 -0.169 0.092
H 1.860 0.140 0.896 0.133
H -0.573 -3.169 1.652 0.121
H 1.494 1.781 -3.490 0.088
H 2.816 5.289 -1.332 0.080
H -4.403 -3.030 1.594 0.117
H 0.213 -3.563 -0.581 0.114
H 4.322 -3.420 0.734 0.108
H 2.641 5.770 0.982 0.089
H -4.823 -1.329 -0.052 0.121
```

The spin multiplicity is 1. Its molar mass is 297.4 g mol⁻¹.

Energies relative to the minimum, kJ/mol: #i 0.0; #ii 212.0